Arrangement 1

The following is a quantum chemistry calculation of a molecular structure, C4H6N2O2, from OMol25.

XYZ file:
```
14
Properties=species:S:1:pos:R:3:mulliken_charge:R:1
C -0.2140 1.8243 -0.0584 -0.58
C 1.1047 -0.2211 0.2700 0.58
C -1.8623 -1.5085 -0.1874 -0.29
C 2.4907 -0.5649 0.0932 -0.03
H -0.1351 2.6601 0.9796 0.21
H -1.2864 1.0200 0.0527 0.37
H -0.3379 2.5138 -1.2873 0.21
H 1.1119 0.1387 1.3244 0.22
H -1.4646 -2.9131 -0.5563 0.30
H -3.0737 -1.1482 0.0764 0.26
N -1.1011 -0.4877 0.1055 -0.13
N 3.5532 -0.9999 -0.2200 -0.44
O 0.9133 1.0039 -0.4304 -0.32
O 0.3013 -1.3175 -0.1619 -0.35
```

Arrangement 2

The following is a quantum chemistry calculation of 2 unconnected molecules or ions with the total composition C4H6N2O2, from OMol25.

XYZ file:
```
14
Properties=species:S:1:pos:R:3:mulliken_charge:R:1
C 0.1191 -0.4048 -0.7073 0.51
C 0.9622 0.8190 -0.2716 -0.64
C 0.4530 0.9442 1.1145 0.42
C -0.9766 -0.4566 0.1558 -0.27
H 0.0946 -0.5982 -2.5453 0.28
H 0.5938 -2.0985 -1.8199 0.26
H 1.7897 1.4730 -0.5962 0.28
H 1.2247 2.9323 1.5307 0.34
H -1.0497 0.0327 2.3912 0.32
H -1.5166 -1.9076 -0.8502 0.47
N -0.0753 -1.2737 -1.8421 -0.64
N -0.6560 0.2034 1.3519 -0.13
O 0.8898 1.6513 2.1355 -0.61
O -1.8526 -1.3164 -0.0467 -0.60
```

Arrangement 3

The following is a quantum chemistry calculation of 2 unconnected molecules or ions with the total composition C4H6N2O2, from OMol25.

XYZ file:
```
14
Properties=species:S:1:pos:R:3:mulliken_charge:R:1
C -0.0845 -0.4868 0.9144 0.36
C -0.0028 -0.1455 -1.2142 0.11
C 0.4571 1.2137 -1.2936 -0.64
C 1.3834 0.1576 -0.6485 -0.17
H -2.1364 0.3615 1.1091 0.38
H -0.2058 -0.4406 2.9726 0.32
H -0.0272 -1.0751 -1.9883 0.31
H 0.8940 1.4970 -2.3800 0.21
H -0.1989 2.0961 -0.9538 0.23
H 2.1362 -0.4135 -1.1616 0.37
N -0.4960 -1.0808 2.1216 -0.17
N -0.8431 -0.8191 -0.1230 -0.48
O -2.0123 -0.8944 1.9239 -0.45
O 1.1362 0.0300 0.7215 -0.38
```

Arrangement 4

14
Properties=species:S:1:pos:R:3:mulliken_charge:R:1 method="wB97M-V/def2-TZVPD"
O -1.1924 0.7414 2.1081 -0.49
C -0.6539 1.1165 1.1003 -0.10
C -0.1032 0.2248 0.0216 0.02
N 0.1663 0.7228 -1.1841 -0.27
O -0.0698 2.0203 -1.1430 -0.37
C 0.0164 -1.1568 0.2426 0.25
C 0.4465 -2.0180 -0.9680 -0.44
N 1.3521 -1.6734 0.1130 -0.62
H -0.5094 2.0991 0.7367 0.51
H 0.2908 2.4077 -2.0355 0.36
H -0.7197 -1.6825 0.9054 0.42
H 0.7531 -1.6604 -1.9771 0.25
H -0.0688 -3.0813 -0.9572 0.22
H 1.4887 -2.5208 0.7261 0.27

Name the least stable of them. arrangement 1.

Arrangement 1

14
Properties=species:S:1:pos:R:3:mulliken_charge:R:1 method="wB97M-V/def2-TZVPD"
O 3.6331 -0.2441 -0.7930 -0.51
C 2.6022 -0.3158 -1.4539 0.03
N 1.3106 -0.3576 -0.9190 -0.22
C 0.9604 -0.1060 0.3893 -0.17
C -0.3328 -0.1252 0.9645 -0.18
N -1.6310 -0.3147 0.3351 -0.43
C -2.7395 0.7282 0.8724 0.16
O -2.6799 1.1144 1.9956 -0.38
H 2.6559 -0.2918 -2.5229 0.40
H 0.3251 -0.8642 -1.3810 0.30
H 1.8306 0.0701 1.1437 0.26
H -0.5844 -0.2711 2.1306 0.22
H -1.7135 0.0176 -0.8447 0.28
H -3.6368 0.9602 0.0832 0.26

Arrangement 2

The following is a quantum chemistry calculation of a molecular structure, C4H6N2O2, from OMol25.

XYZ file:
```
14
Properties=species:S:1:pos:R:3:mulliken_charge:R:1
C -1.9247 -0.5532 0.0248 -0.84
C 0.2115 -0.6683 -0.1270 0.40
C 2.4049 -0.6314 0.0611 0.01
C 0.5948 0.5826 -0.2887 0.19
H -2.6616 -1.3315 -0.7531 0.19
H -1.3966 0.7808 -0.3499 0.53
H -2.2073 -0.3987 1.3156 0.11
H 3.4102 -1.1544 0.2083 0.32
H -0.6856 1.8155 0.9752 0.34
H 0.1587 2.4335 -0.5665 0.37
N 2.0811 0.5948 -0.0583 -0.52
N -0.4220 1.5820 -0.1491 -0.45
O -0.8795 -1.5000 -0.1674 -0.29
O 1.3162 -1.5519 -0.1248 -0.36
```

Arrangement 3

14
Properties=species:S:1:pos:R:3:mulliken_charge:R:1 method="wB97M-V/def2-TZVPD"
N -1.7330 1.3525 0.1773 -0.54
C -1.9971 -0.0217 0.1044 0.39
O -3.2581 -0.2978 -0.2151 -0.62
C -0.9290 -0.9509 0.0839 -0.26
C 0.4405 -0.7510 -0.2507 -0.16
C 1.3627 0.2780 -0.1984 0.73
N 2.7163 -0.1423 0.0060 -0.49
O 1.0313 1.4013 -0.1121 -0.54
H -2.8196 1.7779 -0.2062 0.32
H -0.9903 1.9804 -0.2703 0.33
H -1.2001 -2.0436 0.4966 0.26
H 0.8704 -1.8098 -0.1374 0.10
H 3.6411 0.3531 0.4719 0.27
H 2.8649 -1.1262 0.0501 0.20

Name the least stable of them. arrangement 2.